1.
79
Properties=species:S:1:pos:R:3 method="wB97M-V/def2-TZVPD" orbital_gap_ev="4.7 / 4.7" homo_energy_ev="-15.424 / -15.424" charge=+3 de_lowest_kj_mol=0.0 lumo_ev="-10.729 / -10.726"
Pb 1.664 -0.821 -0.628
C -3.400 3.749 -1.101
C -2.213 2.880 -0.679
C -2.139 2.775 0.853
C -0.885 3.406 -1.196
C -0.513 4.679 -0.826
C 0.782 5.151 -1.030
C 1.789 4.331 -1.532
C 1.520 3.029 -1.885
C 2.591 2.191 -2.538
C 3.879 2.165 -1.714
C 2.859 2.703 -3.963
C 0.144 2.571 -1.801
N -0.067 1.344 -2.270
C -1.206 0.977 -2.877
C -2.068 1.858 -3.583
C -3.153 1.362 -4.260
C -3.405 -0.012 -4.262
C -2.562 -0.921 -3.616
C -1.472 -0.415 -2.968
F -0.625 -1.252 -2.324
H -4.319 3.340 -0.681
H -3.518 3.800 -2.184
H -3.304 4.770 -0.730
H -2.385 1.875 -1.060
H -2.035 3.754 1.319
H -1.289 2.164 1.171
H -3.054 2.324 1.238
H -1.231 5.322 -0.335
H 1.019 6.173 -0.758
H 2.781 4.736 -1.670
H 2.209 1.174 -2.645
H 4.329 3.155 -1.638
H 4.615 1.519 -2.193
H 3.715 1.809 -0.691
H 3.282 3.708 -3.940
H 1.946 2.735 -4.560
H 3.571 2.048 -4.465
H -1.796 2.903 -3.645
H -3.796 2.021 -4.827
H -4.260 -0.392 -4.806
H -2.748 -1.986 -3.641
C -0.030 -0.452 3.037
As -0.273 -1.430 1.385
C -2.109 -1.056 0.901
C -0.245 -3.334 1.855
C -1.205 -3.649 2.960
C -0.791 -3.593 4.290
C -1.686 -3.860 5.315
C -3.003 -4.185 5.021
C -3.419 -4.256 3.699
C -2.526 -3.990 2.672
H -0.607 -0.959 3.812
H -0.404 0.563 2.913
H 1.020 -0.423 3.316
H -2.738 -1.322 1.751
H -2.398 -1.658 0.041
H -2.223 0.003 0.677
H 0.786 -3.572 2.124
H -0.480 -3.864 0.931
H 0.242 -3.362 4.529
H -1.351 -3.827 6.343
H -3.699 -4.400 5.820
H -4.438 -4.535 3.465
H -2.856 -4.073 1.642
N 3.411 -4.374 0.537
C 2.430 -4.658 -0.316
N 2.005 -5.905 -0.423
S 1.692 -3.474 -1.328
H 3.885 -5.097 1.059
H 3.858 -3.475 0.490
H 2.460 -6.671 0.052
H 1.264 -6.130 -1.069
Cl 5.954 -0.894 3.632
C 5.000 0.510 3.167
Cl 4.182 1.226 4.561
Cl 5.981 1.702 2.314
C 3.950 0.057 2.236
N 3.114 -0.285 1.529

---

2.
84
Properties=species:S:1:pos:R:3 method="wB97M-V/def2-TZVPD" s_squared=0.7923 spin_multiplicity=2 orbital_gap_ev="6.3 / 6.7" homo_energy_ev="-9.722 / -10.251" charge=+1 de_lowest_kj_mol=228.5 lumo_ev="-3.380 / -3.595"
Ti 1.175 1.091 -0.241
C -1.821 1.391 -2.455
C -0.971 0.173 -2.376
C -1.023 -1.003 -3.129
C 0.030 -1.771 -2.676
N 0.654 -1.092 -1.700
N 0.037 0.092 -1.506
B 1.998 -1.409 -1.001
N 2.951 -0.231 -1.362
C 4.296 -0.193 -1.397
C 4.686 1.055 -1.843
C 3.494 1.756 -2.054
C 3.255 3.143 -2.540
N 2.460 0.960 -1.777
N 1.770 -1.375 0.520
C 2.287 -2.124 1.508
C 1.887 -1.585 2.713
C 1.123 -0.458 2.383
C 0.448 0.532 3.269
N 1.052 -0.365 1.050
N 2.532 -2.735 -1.437
C 3.257 -3.044 -2.544
C 3.414 -4.405 -2.578
C 2.730 -4.877 -1.436
C 2.566 -6.282 -0.984
N 2.206 -3.863 -0.775
H -2.224 1.500 -3.459
H -2.659 1.307 -1.763
H -1.235 2.279 -2.199
H -1.713 -1.249 -3.908
H 0.372 -2.738 -2.991
H 4.896 -1.035 -1.109
H 5.685 1.419 -1.969
H 4.078 3.797 -2.269
H 3.170 3.150 -3.629
H 2.316 3.527 -2.121
H 2.863 -2.997 1.286
H 2.131 -1.938 3.693
H 0.210 0.080 4.229
H 1.111 1.381 3.457
H -0.467 0.910 2.800
H 3.595 -2.277 -3.211
H 3.944 -4.988 -3.303
H 3.446 -6.867 -1.241
H 2.409 -6.310 0.090
H 1.700 -6.735 -1.467
Cl 1.426 6.481 3.774
C 1.811 5.137 2.785
C 3.152 4.765 2.664
C 3.498 3.659 1.926
I 5.472 2.990 1.713
C 2.508 2.873 1.272
O 2.760 1.763 0.683
C 1.155 3.326 1.324
N 0.270 2.546 0.624
C -1.053 2.850 0.763
C -1.498 3.899 1.530
C -0.600 4.723 2.212
C 0.774 4.432 2.118
H 3.912 5.348 3.160
H -1.741 2.178 0.257
H -2.556 4.088 1.609
H -0.946 5.539 2.821
C -7.018 -0.040 1.095
Ge -5.400 -0.773 0.214
C -5.276 -0.094 -1.641
C -5.386 -2.755 0.246
C -3.824 -0.035 1.285
Se -2.040 -0.637 0.752
C -1.950 -2.196 1.907
H -7.900 -0.395 0.569
H -7.017 1.046 1.051
H -7.097 -0.350 2.133
H -6.118 -0.467 -2.218
H -4.362 -0.422 -2.125
H -5.320 0.991 -1.655
H -6.244 -3.116 -0.314
H -5.468 -3.138 1.259
H -4.490 -3.158 -0.217
H -3.947 -0.273 2.341
H -3.820 1.051 1.187
H -2.793 -2.847 1.701
H -1.980 -1.875 2.946
H -1.014 -2.709 1.699

---

3.
80
Properties=species:S:1:pos:R:3 method="wB97M-V/def2-TZVPD" s_squared=0.7546 spin_multiplicity=2 orbital_gap_ev="6.8 / 7.7" homo_energy_ev="-8.929 / -10.604" charge=+1 de_lowest_kj_mol=34.5 lumo_ev="-2.152 / -2.899"
Hg -0.602 -1.363 -1.520
C -2.997 -2.376 1.219
O -1.737 -2.738 0.681
C -1.427 -4.100 0.872
C -0.065 -4.356 0.267
O 0.022 -3.976 -1.104
C -0.578 -4.858 -2.036
C -1.934 -4.363 -2.485
O -1.771 -3.049 -3.008
C -2.907 -2.618 -3.758
H -3.021 -2.550 2.299
H -3.142 -1.319 1.008
H -3.803 -2.953 0.751
H -1.391 -4.344 1.941
H -2.201 -4.736 0.421
H 0.679 -3.746 0.776
H 0.200 -5.412 0.377
H 0.090 -4.904 -2.899
H -0.665 -5.868 -1.622
H -2.324 -5.020 -3.270
H -2.659 -4.341 -1.665
H -3.078 -3.299 -4.595
H -3.797 -2.583 -3.126
H -2.693 -1.619 -4.129
S 1.478 -1.119 -0.033
C 0.778 -0.103 1.180
N 1.520 0.144 2.293
C 1.073 1.153 3.237
C -0.399 0.958 3.472
N -1.091 1.036 2.198
C -2.303 1.859 2.190
C -1.969 3.330 2.244
C -2.102 4.042 3.430
C -1.746 5.382 3.495
C -1.252 6.021 2.369
C -1.121 5.319 1.178
C -1.478 3.981 1.115
C -0.525 0.489 1.089
S -1.461 0.601 -0.389
C 2.923 -0.247 2.442
C 3.854 0.920 2.206
C 4.670 1.392 3.224
C 5.509 2.478 3.011
C 5.529 3.104 1.775
C 4.712 2.639 0.752
C 3.880 1.553 0.964
H 1.268 2.161 2.853
H 1.635 1.030 4.163
H -0.782 1.743 4.122
H -0.589 -0.012 3.944
H -2.899 1.577 3.061
H -2.878 1.614 1.302
H -2.507 3.551 4.309
H -1.859 5.926 4.424
H -0.974 7.066 2.416
H -0.743 5.817 0.295
H -1.369 3.434 0.185
H 3.128 -1.061 1.752
H 3.052 -0.626 3.458
H 4.655 0.904 4.192
H 6.144 2.835 3.811
H 6.180 3.952 1.607
H 4.728 3.124 -0.216
H 3.249 1.185 0.163
Cl -2.349 1.109 -3.750
C -3.814 1.578 -2.866
Cl -4.626 0.190 -2.128
H -4.499 2.036 -3.569
H -3.522 2.262 -2.078
Br 3.726 1.530 -4.116
C 2.556 0.075 -4.333
C 2.720 -0.832 -5.365
C 1.822 -1.882 -5.464
C 0.806 -1.989 -4.531
N 0.659 -1.112 -3.537
C 1.517 -0.095 -3.435
H 3.530 -0.720 -6.072
H 1.907 -2.612 -6.256
H 0.080 -2.790 -4.569
H 1.371 0.594 -2.613

---

4.
91
Properties=species:S:1:pos:R:3 method="wB97M-V/def2-TZVPD" smiles="CC[C@@H](F)C1=CC(=O)C(CCCCCCCCCCOC)=C(Br)C1=O.FC(F)C(F)(F)COC(F)(F)C(F)F.FC(F)C(F)(F)COC(F)(F)C(F)F" orbital_gap_ev=7.7 homo_energy_ev=-9.538 lumo_ev=-1.850
C 0.764 0.756 2.601
C 1.579 0.682 1.176
C 2.024 2.187 0.599
F 3.362 1.960 -0.055
C 0.905 2.605 -0.527
C -0.567 2.414 -0.210
C -1.641 2.812 -1.429
O -2.797 3.462 -1.207
C -1.116 2.368 -2.955
C -2.204 1.710 -3.990
C -1.909 0.154 -4.415
C -2.374 -0.968 -3.310
C -1.032 -1.499 -2.475
C -0.275 -2.769 -3.203
C 1.389 -2.607 -3.206
C 1.948 -1.797 -4.522
C 3.611 -1.775 -4.624
C 4.209 -0.279 -4.930
C 5.518 -0.270 -5.949
O 5.178 0.364 -7.260
C 4.204 -0.458 -8.001
C 0.350 2.602 -3.274
Br 1.069 2.153 -5.091
C 1.270 3.239 -2.032
O 2.181 4.199 -2.236
H 1.141 -0.015 3.396
H -0.378 0.480 2.392
H 0.806 1.880 2.966
H 2.547 0.003 1.307
H 0.897 0.118 0.399
H 2.087 2.898 1.525
H -0.970 2.014 0.813
H -2.384 2.388 -4.945
H -3.248 1.702 -3.412
H -2.553 -0.046 -5.400
H -0.799 -0.084 -4.700
H -2.800 -1.935 -3.861
H -3.237 -0.601 -2.600
H -0.343 -0.569 -2.297
H -1.445 -1.875 -1.434
H -0.680 -3.018 -4.281
H -0.480 -3.730 -2.526
H 1.853 -3.705 -3.241
H 1.772 -2.050 -2.236
H 1.473 -2.152 -5.540
H 1.630 -0.665 -4.391
H 3.989 -2.501 -5.460
H 4.059 -2.150 -3.598
H 3.373 0.361 -5.461
H 4.535 0.246 -3.926
H 6.297 0.480 -5.444
H 5.987 -1.337 -6.120
H 3.155 0.086 -7.888
H 4.148 -1.525 -7.522
H 4.461 -0.573 -9.159
C -7.116 2.264 1.832
C -7.446 0.823 1.415
C -6.931 -0.253 2.362
F -5.582 -0.247 2.461
F -7.272 -1.490 1.913
F -7.011 0.615 0.143
F -8.812 0.723 1.359
O -5.981 2.856 1.194
C -4.721 2.569 1.798
C -3.785 1.785 0.870
F -4.323 0.594 0.505
F -2.606 1.505 1.487
F -4.924 1.952 2.986
F -4.170 3.778 2.094
H -7.961 2.884 1.507
H -7.089 2.392 2.921
H -7.353 -0.137 3.364
H -3.570 2.353 -0.041
C 2.971 -2.321 8.669
C 3.387 -3.106 7.416
C 4.246 -2.327 6.428
F 3.604 -1.244 5.932
F 4.565 -3.101 5.356
F 2.277 -3.613 6.817
F 4.106 -4.192 7.842
O 1.659 -1.751 8.644
C 1.560 -0.475 8.014
C 0.666 -0.497 6.769
F 1.136 -1.359 5.831
F 0.616 0.727 6.179
F 2.803 0.000 7.764
F 1.024 0.357 8.950
H 2.933 -3.046 9.492
H 3.730 -1.594 8.983
H 5.181 -1.996 6.887
H -0.355 -0.798 7.023

---

5.
82
Properties=species:S:1:pos:R:3 method="wB97M-V/def2-TZVPD" orbital_gap_ev=9.0 homo_energy_ev=-8.955 lumo_ev=0.029
C 1.723 5.784 -1.237
C 2.514 4.734 -2.271
C 1.958 3.196 -1.922
Si 1.236 2.284 -3.475
S -0.747 2.932 -4.036
O 1.324 0.531 -3.395
Si 0.086 -0.158 -2.356
N -1.310 -0.602 -3.461
S -0.731 1.187 -0.878
C 0.768 -1.820 -1.664
C 2.087 -1.687 -0.700
C 3.374 -0.931 -1.390
I 1.643 -0.832 1.299
P 2.579 2.871 -5.169
O 4.201 2.710 -4.489
Cl 2.496 1.450 -6.745
H 0.585 5.457 -1.277
H 2.181 5.712 -0.159
H 1.775 6.864 -1.711
H 2.183 5.089 -3.358
H 3.689 4.803 -2.115
H 2.900 2.592 -1.540
H 1.199 3.331 -1.042
H -1.400 3.514 -2.936
H -2.155 -0.455 -2.832
H -1.390 0.110 -4.235
H 0.305 1.611 0.008
H 1.035 -2.500 -2.597
H -0.056 -2.414 -1.053
H 2.448 -2.802 -0.476
H 3.156 0.239 -1.292
H 4.399 -1.234 -0.884
H 3.391 -1.142 -2.564
H 4.426 1.727 -4.355
F 6.747 6.370 -3.643
C 6.280 6.357 -4.898
C 6.737 7.304 -5.808
C 6.255 7.288 -7.117
C 5.312 6.331 -7.499
C 4.856 5.387 -6.577
C 5.346 5.397 -5.271
H 7.463 8.046 -5.491
H 6.612 8.019 -7.838
H 4.933 6.321 -8.518
H 4.119 4.645 -6.875
H 5.009 4.665 -4.545
F -3.063 3.554 1.252
C -3.815 2.666 1.917
C -5.158 2.943 2.146
C -5.942 2.016 2.834
C -5.371 0.828 3.294
C -4.020 0.561 3.064
C -3.239 1.483 2.366
H -5.582 3.875 1.788
H -6.995 2.220 3.012
H -5.982 0.107 3.835
H -3.577 -0.363 3.427
H -2.190 1.288 2.170
F -4.195 -2.658 3.861
C -3.164 -3.177 4.541
C -3.378 -3.710 5.807
C -2.306 -4.256 6.512
C -1.028 -4.252 5.948
C -0.822 -3.710 4.678
C -1.897 -3.175 3.968
H -4.376 -3.697 6.233
H -2.464 -4.682 7.500
H -0.191 -4.674 6.500
H 0.174 -3.704 4.243
H -1.757 -2.757 2.977
F -1.958 -7.531 6.614
C -2.690 -8.136 5.669
C -3.240 -7.379 4.641
C -3.998 -8.010 3.654
C -4.206 -9.390 3.713
C -3.654 -10.140 4.752
C -2.887 -9.511 5.732
H -3.075 -6.307 4.616
H -4.426 -7.428 2.841
H -4.801 -9.880 2.945
H -3.821 -11.214 4.798
H -2.443 -10.080 6.542

---

6.
81
Properties=species:S:1:pos:R:3 method="wB97M-V/def2-TZVPD" orbital_gap_ev=8.5 homo_energy_ev=-11.555 charge=+1 lumo_ev=-3.035
C 0.860 -3.721 3.276
C -0.464 -3.777 2.576
O -1.412 -4.350 3.027
N -0.547 -3.032 1.319
C 0.131 -3.689 0.220
C 0.537 -5.125 0.374
O 0.319 -3.068 -0.791
C -1.930 -2.748 1.013
C -2.707 -3.506 0.156
C -4.052 -3.216 -0.066
C -4.839 -4.105 -0.991
C -4.603 -2.127 0.613
C -3.813 -1.347 1.463
C -2.475 -1.645 1.661
C -1.575 -0.843 2.557
O -1.249 -1.203 3.654
N -1.046 0.293 1.934
C -0.126 1.084 2.662
O 0.935 1.414 2.244
F -0.556 1.465 3.859
C -4.441 -0.193 2.158
O -3.855 0.845 2.374
C -5.864 -0.410 2.525
F -6.287 0.180 3.636
C -6.653 -1.141 1.742
C -8.100 -1.431 2.001
C -8.281 -2.921 2.242
O -8.920 -3.646 1.542
O -7.596 -3.346 3.341
C -6.041 -1.727 0.504
O -6.695 -1.823 -0.505
H 1.608 -3.128 2.757
H 1.203 -4.741 3.445
H 0.670 -3.282 4.255
H 1.281 -5.239 1.161
H 0.981 -5.445 -0.563
H -0.320 -5.749 0.627
H -2.280 -4.367 -0.342
H -5.306 -4.917 -0.434
H -4.163 -4.521 -1.737
H -5.601 -3.547 -1.523
H -1.770 0.850 1.486
H -8.429 -0.919 2.903
H -8.712 -1.176 1.140
H -8.163 -3.924 3.869
C 5.003 3.688 -5.288
C 5.124 3.732 -3.766
C 5.024 2.335 -3.128
C 3.733 1.893 -2.453
N 3.252 2.602 -1.205
C 2.400 3.811 -1.491
C 1.076 3.256 -1.993
C 0.900 1.916 -1.251
C 2.233 1.677 -0.543
C 4.340 2.873 -0.194
C 5.229 4.104 -0.431
C 6.725 3.799 -0.393
H 4.054 3.247 -5.600
H 5.058 4.691 -5.710
H 5.810 3.099 -5.725
H 4.370 4.418 -3.384
H 6.088 4.171 -3.503
H 5.850 2.161 -2.437
H 5.177 1.598 -3.921
H 3.875 0.861 -2.138
H 2.906 1.902 -3.162
H 2.289 4.337 -0.543
H 2.885 4.462 -2.209
H 1.112 3.094 -3.070
H 0.263 3.955 -1.814
H 0.650 1.108 -1.936
H 0.105 1.963 -0.511
H 2.594 0.654 -0.593
H 2.155 1.973 0.496
H 4.920 1.953 -0.110
H 3.809 3.011 0.744
H 5.024 4.813 0.372
H 4.971 4.625 -1.350
H 6.986 3.242 0.508
H 7.299 4.724 -0.387
H 7.057 3.218 -1.253